C38H73CaCl2F10I2N5O12S5 as an isolated structure, computed with ωB97M-V/def2-TZVPD.

Computed properties:
Lowest unoccupied orbital energy ... -5.1 eV
HOMO ... -0.225 Eh
Energy ... -7850.1422 a.u.
Max |F| ... 10.15 eV Å⁻¹

```
148
C38H73CaCl2F10I2N5O12S5, DFT ωB97M-V/def2-TZVPD
C 6.9702 -2.7957 3.2970
C 6.7430 -3.9228 2.0867
N 5.3957 -4.5955 2.2333
C 5.2149 -5.7655 1.2915
C 5.5872 -5.4606 -0.2763
C 4.2412 -3.6190 2.1892
S 3.9634 -2.5060 0.9260
S 2.9445 -3.6075 3.5923
C 2.0645 -1.9241 3.4404
C 0.7455 -1.9805 2.4567
C -0.0315 -0.5107 2.5446
C -0.4580 0.1025 1.0862
C -1.4081 1.4024 1.4334
C -0.7638 2.4567 2.5105
N -1.4021 2.3712 3.8929
C 0.9481 0.3448 0.2377
C 1.4737 1.8728 -0.0288
C 2.0573 2.1168 -1.5768
C 3.5810 1.5526 -1.7946
C 4.6394 2.5261 -0.9517
C 5.8796 1.6727 -0.2618
F 6.7209 1.2337 -1.4420
F 5.4208 0.3640 0.3394
C 6.8786 2.5358 0.6841
F 7.5280 3.5726 -0.1998
F 8.0083 1.6386 1.1113
S 6.1493 3.4319 2.1313
F 4.7197 2.5040 2.1994
F 5.4568 4.6903 1.2007
F 7.6440 4.3164 2.2629
F 6.8887 2.2374 3.1679
F 5.6162 4.2544 3.5394
N 0.8263 -0.4418 -1.0639
C -0.4130 -1.0149 -1.2055
F -0.5777 -1.7461 -2.4825
C -1.4126 -0.7549 0.0672
C -2.2080 -2.0882 0.5856
I -3.6591 -1.6633 2.2280
C -3.0781 -2.8749 -0.5636
C -3.6801 -1.9225 -1.7540
I -2.0099 -4.6712 -1.3483
H 6.2357 -1.8771 3.1989
H 8.0800 -2.3685 3.3043
H 6.7829 -3.3667 4.3275
H 7.6293 -4.7067 2.2415
H 6.8335 -3.3453 1.0662
H 4.1186 -6.1742 1.3588
H 5.9223 -6.6303 1.6921
H 5.3526 -6.4606 -0.8756
H 6.7260 -5.1859 -0.4014
H 4.9503 -4.6180 -0.7836
H 1.6814 -1.6819 4.5424
H 2.8153 -1.0656 3.1560
H 1.0734 -2.2266 1.3385
H 0.0751 -2.8703 2.8377
H 0.7189 0.1866 3.1578
H -0.9481 -0.6835 3.2829
H -1.5268 2.0072 0.4110
H -2.4945 1.1386 1.7773
H -0.8588 3.5673 2.0859
H 0.4070 2.2905 2.6661
H -0.6256 2.4288 4.5939
H -1.9213 1.4553 3.9665
H 1.9241 -0.1596 0.7049
H 0.6796 2.7152 0.1372
H 2.3328 2.0739 0.7754
H 2.1271 3.3043 -1.6782
H 1.2854 1.7838 -2.4065
H 3.8305 1.6999 -2.9524
H 3.7273 0.4117 -1.5801
H 3.9845 3.1219 -0.1866
H 5.1135 3.2568 -1.7518
H 1.5037 -0.6048 -1.8406
H -2.2425 0.0455 -0.2128
H -1.4791 -2.9079 1.0573
H -4.0248 -3.3342 0.0006
H -3.0963 -2.0912 -2.7816
H -4.7818 -2.3271 -1.9735
H -3.8083 -0.7932 -1.4751
Cl 2.8182 4.5085 -0.3836
O 2.0075 7.9764 -5.7749
S 1.6639 8.9240 -4.7379
O 2.4929 10.0713 -4.4384
O 1.3767 8.1078 -3.3523
C 2.4020 7.2739 -2.8324
C 3.5416 8.0885 -2.2466
C 0.0088 9.5022 -5.0195
H 2.7633 6.5821 -3.6014
H 1.9544 6.6657 -2.0379
H 4.0489 8.6706 -3.0191
H 4.2847 7.4406 -1.7767
H 3.1634 8.7976 -1.5028
H -0.6453 8.6491 -5.2110
H 0.0341 10.1575 -5.8944
H -0.3241 10.0636 -4.1462
Ca 6.1182 -0.5669 4.6308
C 3.6179 -5.8677 -5.8546
O 2.3071 -5.7157 -6.3882
C 1.4007 -6.7048 -5.8920
C 0.5571 -6.1653 -4.7280
O 1.3695 -5.8476 -3.5945
C 1.6925 -4.4623 -3.5273
H 4.1511 -4.9236 -5.9909
H 3.6109 -6.1091 -4.7881
H 4.1481 -6.6539 -6.4023
H 1.9369 -7.6144 -5.6040
H 0.7247 -6.9637 -6.7174
H -0.1405 -6.9489 -4.4122
H -0.0358 -5.2955 -5.0356
H 0.8532 -3.9118 -3.0914
H 1.9331 -4.0377 -4.5047
H 2.5645 -4.3478 -2.8769
C -7.2024 2.1109 0.4331
S -6.5729 0.4631 0.0323
O -5.0964 0.5897 -0.2034
C -7.3741 0.3453 -1.5857
H -6.7944 2.4120 1.4010
H -6.8891 2.8274 -0.3300
H -8.2925 2.0806 0.4949
H -7.0499 1.1703 -2.2247
H -8.4587 0.3727 -1.4580
H -7.0877 -0.6032 -2.0466
C -7.0393 -4.3406 8.9086
C -7.5638 -4.3673 7.4835
O -7.3612 -3.1025 6.8422
C -6.1035 -2.8661 6.3960
O -5.1523 -3.6284 6.4864
O -6.0737 -1.6226 5.8549
C -4.7778 -1.2092 5.4270
H -7.4722 -3.5016 9.4627
H -7.2798 -5.2723 9.4277
H -5.9531 -4.2067 8.9288
H -8.6443 -4.5461 7.4987
H -7.1114 -5.1778 6.9003
H -4.3250 -1.9466 4.7566
H -4.1382 -1.0334 6.2974
H -4.8844 -0.2683 4.8802
C -11.3949 -1.7376 -2.8809
C -10.9633 -0.5760 -2.0006
N -10.6053 0.3876 -1.2703
H -10.6080 -2.4963 -2.9091
H -12.3089 -2.1871 -2.4833
H -11.5852 -1.3839 -3.8980
Cl -3.5089 1.4563 -1.0607
N -3.5089 10.7937 -5.8441
O -4.5158 11.1824 -6.4590
O -2.4096 11.3350 -6.0475
O -3.6014 9.8639 -5.0257
```

***

C38H74BN3O13S as an isolated structure, computed with ωB97M-V/def2-TZVPD.

Computed properties:
Lowest unoccupied orbital energy ... -0.6 eV
HOMO ... -0.314 Eh
Energy ... -3057.5517 a.u.
Max |F| ... 1.45 eV Å⁻¹

```
130
C38H74BN3O13S, DFT ωB97M-V/def2-TZVPD
C -1.2683 -3.9946 4.5442
C -0.6663 -5.2479 3.9075
C -0.5207 -5.1739 2.3973
C 0.5538 -4.1721 1.9464
N 0.0504 -3.2149 0.9240
C -0.4264 -1.9767 1.4573
C 0.3391 -0.8595 1.6844
B 1.8736 -0.9232 1.2568
O 2.2081 -0.4704 -0.0248
C 3.0293 -1.4734 2.1854
C 3.5045 -0.5045 3.2787
C -0.2075 0.3442 2.2367
C 0.7338 1.5185 2.3327
C 0.7377 2.3826 1.0416
C -0.0717 3.6841 1.2026
C 0.2766 4.7277 0.1519
O 0.0387 6.0771 0.6466
C -1.2149 6.2724 1.0784
O -2.1784 6.1072 0.4133
C -1.5356 0.4194 2.6082
C -2.2183 1.5801 3.2748
C -2.6068 1.2375 4.7395
C -1.5120 1.6333 5.7406
O -1.1025 0.5164 6.5417
C -2.3638 -0.7259 2.3389
N -3.6708 -0.8084 2.6015
S -4.1334 -2.2616 2.1079
N -2.7492 -2.8466 1.5868
C -1.8211 -1.9007 1.7698
H -0.5915 -3.1435 4.5165
H -1.4685 -4.2019 5.5942
H -2.2219 -3.7306 4.0977
H -1.3344 -6.0749 4.1411
H 0.2861 -5.4476 4.3964
H -0.1948 -6.1567 2.0545
H -1.4599 -4.9825 1.8921
H 0.8971 -3.6060 2.8095
H 1.3918 -4.7075 1.5122
H 0.7198 -3.0698 0.1819
H 2.0590 -1.1868 -0.6534
H 3.8766 -1.6930 1.5351
H 2.7331 -2.4158 2.6378
H 2.7022 -0.2377 3.9579
H 3.8768 0.4098 2.8182
H 4.3420 -0.9213 3.8271
H 0.4752 2.1086 3.2038
H 1.7552 1.1849 2.4805
H 1.7590 2.6450 0.7801
H 0.2693 1.8046 0.2520
H -1.1233 3.4374 1.1086
H 0.1416 4.1019 2.1852
H -0.3575 4.6057 -0.7226
H 1.3194 4.6999 -0.1373
H -1.3319 6.6165 2.1084
H -1.6113 2.4732 3.3047
H -3.1330 1.8097 2.7329
H -2.7906 0.1778 4.8430
H -3.5009 1.7924 5.0048
H -0.6333 2.0259 5.2310
H -1.8634 2.4179 6.4053
H -0.2019 0.2922 6.3029
C -3.7774 -3.8302 -1.0807
O -3.3859 -4.6825 -2.1397
C -1.9928 -4.9366 -2.1800
C -1.6660 -6.4092 -2.3133
O -1.9750 -7.2104 -1.1846
C -3.3287 -7.4699 -0.8550
C -4.0884 -8.3597 -1.8165
O -4.3376 -7.7315 -3.0617
C -4.0760 -8.5269 -4.1962
H -3.6570 -2.7789 -1.3733
H -4.8339 -4.0162 -0.8715
H -3.2174 -4.0261 -0.1679
H -1.4964 -4.5380 -1.2875
H -1.5789 -4.4180 -3.0561
H -0.5790 -6.4800 -2.4109
H -2.0881 -6.8277 -3.2289
H -3.8749 -6.5455 -0.6575
H -3.2804 -8.0102 0.0945
H -5.0563 -8.6009 -1.3586
H -3.5343 -9.2940 -1.9574
H -3.1993 -9.1659 -4.0500
H -3.8733 -7.8573 -5.0324
H -4.9406 -9.1505 -4.4480
C 8.4302 6.1979 -1.1690
O 7.4332 6.8549 -0.4169
C 7.1563 8.1832 -0.8243
C 5.6739 8.4554 -0.9733
O 5.0272 7.7850 -2.0420
C 4.8250 6.3842 -1.9767
C 3.8299 5.9054 -0.9403
O 4.3017 6.0682 0.3857
C 3.3663 6.6196 1.2892
H 9.4294 6.4421 -0.7932
H 8.2713 5.1244 -1.0644
H 8.3680 6.4496 -2.2322
H 7.6621 8.4163 -1.7672
H 7.5479 8.8619 -0.0558
H 5.5759 9.5170 -1.2147
H 5.1481 8.3012 -0.0295
H 5.7716 5.8473 -1.8909
H 4.4076 6.1220 -2.9524
H 3.6588 4.8335 -1.1113
H 2.8796 6.4323 -1.0823
H 2.7337 7.3732 0.8117
H 3.9240 7.1013 2.0928
H 2.7328 5.8367 1.7196
C -1.8064 0.1220 -1.0436
O -1.7421 0.8044 -2.2750
C -0.4353 0.9388 -2.8043
C -0.3500 0.5028 -4.2515
O -0.5171 -0.8875 -4.4789
C -1.7905 -1.4885 -4.2952
C -2.8624 -1.0943 -5.2880
O -3.2846 0.2491 -5.1272
C -3.3982 0.9882 -6.3231
H -1.6161 0.8014 -0.2066
H -2.8136 -0.2865 -0.9403
H -1.0984 -0.7120 -1.0072
H 0.2896 0.3669 -2.2136
H -0.1524 1.9985 -2.7465
H 0.6699 0.7156 -4.5836
H -1.0134 1.0963 -4.8830
H -2.1425 -1.3702 -3.2684
H -1.6124 -2.5575 -4.4389
H -3.7294 -1.7459 -5.1223
H -2.4937 -1.2665 -6.3049
H -2.6141 0.7231 -7.0395
H -3.2889 2.0438 -6.0735
H -4.3786 0.8375 -6.7873
```

***

C38H74F3N10O10PS as an isolated structure, computed with ωB97M-V/def2-TZVPD.

Computed properties:
Lowest unoccupied orbital energy ... -0.7 eV
HOMO ... -0.310 Eh
Energy ... -3831.4631 a.u.
Max |F| ... 3.51 eV Å⁻¹

```
137
C38H74F3N10O10PS, DFT ωB97M-V/def2-TZVPD
C 5.7986 -0.6869 -2.2715
C 5.1337 0.6743 -1.7386
C 4.4582 1.5231 -2.8832
C 3.0719 0.9077 -3.4282
C 3.1594 1.0087 -5.0220
C 1.9403 1.8445 -2.8186
C 1.4948 3.0313 -3.5649
C 0.4239 3.9032 -2.9425
N -0.1481 5.0492 -3.4918
S -1.2257 5.5945 -2.3389
N -1.0645 4.4702 -1.1283
C -0.1272 3.5478 -1.5610
C 0.3218 2.3419 -0.7911
P -0.3987 2.0032 0.8835
O -1.9013 1.7949 0.7811
C 1.3414 1.5023 -1.4507
C 1.7777 0.2068 -0.6378
C 0.5188 -0.7640 -0.6151
O 0.2595 -1.3298 0.6916
C 0.6735 -2.0102 -1.5861
F 0.8464 -1.6647 -2.9053
F 1.7048 -2.8600 -1.1529
F -0.5246 -2.7181 -1.4714
H 5.1542 -1.5836 -2.0706
H 6.1443 -0.6087 -3.3358
H 6.7317 -0.8204 -1.6410
H 6.0036 1.2922 -1.3509
H 4.4769 0.4946 -0.8429
H 5.1552 1.6940 -3.7535
H 4.2344 2.5402 -2.4342
H 2.9129 -0.1625 -3.1381
H 3.4247 2.0520 -5.3665
H 4.0532 0.3732 -5.3147
H 2.2085 0.6320 -5.4750
H 1.8877 3.3167 -4.5666
H -0.1964 3.0946 1.8020
H 0.1385 0.8525 1.5225
H 2.0874 0.5625 0.3796
H 2.6020 -0.3536 -1.1651
H -0.4008 -0.1957 -0.9410
H -0.6567 -1.0389 0.8786
C -4.6982 6.1458 0.0890
C -4.2622 7.2569 -0.8268
O -3.1108 7.3471 -1.2414
N -5.1893 8.1785 -1.1937
C -6.5863 8.2394 -0.8123
H -3.8513 5.4909 0.2925
H -5.0526 6.5578 1.0359
H -5.4855 5.5581 -0.3851
H -4.8273 8.8937 -1.8071
H -7.1920 8.1969 -1.7176
H -6.7644 9.1923 -0.3062
H -6.8675 7.4248 -0.1547
C 1.2541 -2.8021 3.0868
C 1.8790 -3.5305 4.2458
O 2.8812 -4.2217 4.1213
N 1.2892 -3.3989 5.4654
C 0.1093 -2.6288 5.8035
H 1.8265 -2.9954 2.1819
H 0.2330 -3.1543 2.9307
H 1.2583 -1.7270 3.2749
H 1.7562 -3.9120 6.1987
H 0.3863 -1.8912 6.5609
H -0.6395 -3.3081 6.2198
H -0.3082 -2.1186 4.9397
C -0.8157 3.9003 -6.5564
C 0.1878 3.0346 -7.2685
O 1.0620 2.4162 -6.6722
N 0.1022 2.9498 -8.6226
C -0.8521 3.5994 -9.4979
H -0.6260 3.8711 -5.4871
H -0.7266 4.9344 -6.8941
H -1.8265 3.5294 -6.7383
H 0.8043 2.3534 -9.0357
H -1.3969 2.8302 -10.0496
H -0.3042 4.2250 -10.2058
H -1.5583 4.2145 -8.9477
C -0.9236 2.2849 5.4740
C -1.2917 0.9899 4.7995
O -0.8509 0.6798 3.7003
N -2.1428 0.1552 5.4512
C -2.7635 0.3468 6.7474
H -0.2405 2.8436 4.8362
H -1.8170 2.8900 5.6374
H -0.4243 2.0848 6.4238
H -2.3468 -0.6924 4.9421
H -2.4653 -0.4762 7.4006
H -3.8474 0.3250 6.6197
H -2.4749 1.2894 7.2035
C 7.0040 -7.4100 3.6405
C 7.4402 -6.3117 2.7049
O 8.5864 -6.2335 2.2845
N 6.5114 -5.3930 2.3330
C 5.1142 -5.3230 2.7262
H 7.8489 -8.0648 3.8476
H 6.6569 -6.9839 4.5836
H 6.2115 -8.0027 3.1802
H 6.8700 -4.6874 1.7068
H 4.5003 -5.3770 1.8242
H 4.9415 -4.3682 3.2174
H 4.8351 -6.1278 3.3992
C 3.9776 -7.2024 -2.6121
C 4.4020 -6.0930 -3.5396
O 5.5464 -5.9954 -3.9550
N 3.4609 -5.1831 -3.9114
C 2.0643 -5.1340 -3.5258
H 4.8307 -7.8463 -2.4052
H 3.6208 -6.7865 -1.6678
H 3.1952 -7.8036 -3.0790
H 3.8129 -4.4690 -4.5319
H 1.4589 -5.1898 -4.4335
H 1.8757 -4.1831 -3.0297
H 1.7883 -5.9462 -2.8592
C -2.8771 -6.5272 9.0216
C -2.7373 -5.0310 9.1290
O -3.6937 -4.3017 9.3389
N -1.4924 -4.4976 8.9833
C -0.2464 -5.1928 8.7313
H -3.9211 -6.8031 9.1584
H -2.5566 -6.8644 8.0340
H -2.2854 -7.0163 9.7975
H -1.4722 -3.4919 9.0670
H 0.4427 -4.9686 9.5484
H 0.1732 -4.8187 7.7949
H -0.3811 -6.2681 8.6594
C -6.8102 5.7719 -4.0328
C -7.7774 5.5850 -2.8931
O -7.4384 5.7187 -1.7253
N -9.0609 5.2580 -3.1971
C -9.6439 5.0584 -4.5087
H -5.8288 6.0290 -3.6359
H -6.7204 4.8465 -4.6044
H -7.1453 6.5844 -4.6803
H -9.6530 5.1485 -2.3867
H -10.4635 5.7687 -4.6363
H -10.0414 4.0427 -4.5610
H -8.9186 5.2011 -5.3046
```